1.
# C8H12Cl2N2P

2 unconnected molecules or ions with the total composition C8H12Cl2N2P at a distorted geometry (ωB97M-V with the def2-TZVPD basis set, OMol25).

Structure (XYZ):
```
25
Properties=species:S:1:pos:R:3:mulliken_charge:R:1
Cl -3.263 -1.812 0.517 -0.14
Cl -4.744 -0.292 -1.617 -0.15
P -4.329 -0.063 0.342 0.03
N -1.933 3.101 1.311 -0.49
N -0.236 -0.099 -0.023 0.40
C -0.379 -0.339 1.388 -0.36
C 1.065 -0.533 -0.411 -0.85
C 1.362 -1.681 0.636 -0.56
C -1.165 0.755 -2.123 -1.22
C -1.117 0.489 -0.697 0.50
C -3.106 1.163 0.341 -0.24
C 0.814 -1.091 1.938 -0.70
C -2.603 2.240 0.792 1.03
H -0.565 0.521 2.009 0.29
H 1.254 -0.920 -1.337 0.47
H -1.953 4.033 0.987 0.30
H 1.447 -0.483 2.562 0.32
H -1.234 -1.051 1.555 0.12
H 2.447 -1.993 0.524 0.37
H -0.128 0.819 -2.704 0.34
H -1.756 1.747 -2.422 0.35
H 1.810 0.364 -0.360 0.34
H 0.579 -1.980 2.645 0.30
H 0.589 -2.441 0.227 0.24
H -1.920 0.127 -2.562 0.30
```

Its total charge is +1. The value obtained for the orbital gap (spin up / spin down) is 7.37 / 7.37 eV. Its HOMO energy (spin up / spin down) is -12.84 / -12.84 eV.

***

2.
# C2H9N3O

A molecular structure, C2H9N3O at a distorted geometry (ωB97M-V with the def2-TZVPD basis set, OMol25).

Structure (XYZ):
```
15
Properties=species:S:1:pos:R:3:mulliken_charge:R:1
O -1.281 -1.060 -0.531 -0.68
N 0.583 -1.282 1.166 -0.41
N 1.184 -0.189 0.856 0.13
N 2.470 -0.296 0.476 -0.44
C -0.949 0.200 -0.884 -0.02
C -1.738 1.298 -0.176 -0.98
H 2.918 0.588 0.289 0.25
H -0.939 0.325 -1.976 0.33
H 1.125 -2.134 0.964 0.24
H -1.608 1.203 0.904 0.24
H -0.500 -1.374 0.342 0.39
H 2.758 -1.116 -0.070 0.23
H -2.799 1.205 -0.412 0.29
H -1.389 2.285 -0.481 0.32
H 0.163 0.347 -0.467 0.11
```

The value obtained for the orbital gap is 8.91 eV. Its HOMO energy is -8.89 eV.

***

3.
# C5H5Cl

A single C5H5Cl molecule at a distorted geometry (ωB97M-V with the def2-TZVPD basis set, OMol25).

Structure (XYZ):
```
11
Properties=species:S:1:pos:R:3:mulliken_charge:R:1
Cl 2.906 0.468 0.029 -0.14
C -0.333 0.136 -0.917 -0.45
C 0.486 -0.930 -0.312 -0.56
C -1.370 0.578 -0.217 -0.11
C 1.493 -0.221 0.733 -0.30
C -2.232 0.803 0.591 -0.15
H -3.034 1.389 0.930 0.39
H 1.066 -1.565 -1.051 0.30
H 0.256 0.697 -1.607 0.32
H -0.211 -1.602 0.272 0.31
H 0.973 0.248 1.548 0.39
```

The value obtained for the orbital gap (spin up / spin down) is 8.01 / 7.76 eV. Its HOMO energy (spin up / spin down) is -8.11 / -8.41 eV.

***

Relative energy (zero: lowest compared OMol25 entry of this formula, charge and spin) in kcal per mole, matching the order above: 42.1, 97.2, 103.3